No. 1
C20H54AsF6O19S7 | ωB97M-V with the def2-TZVPD basis set

Geometry as ORCA input:
```
! RIJCOSX wB97M-V def2-TZVPD def2/J DEFGRID3
* xyz -1 1
As -0.961 1.156 -0.416
F -0.490 0.235 -1.855
F 0.592 2.102 -0.691
F -1.337 2.108 1.096
F -2.515 0.281 -0.304
F -0.208 -0.088 0.670
F -1.727 2.502 -1.315
O 3.529 -1.869 -3.498
S 3.828 -2.397 -2.191
O 4.538 -1.620 -1.185
O 2.458 -3.133 -1.571
C 1.825 -2.317 -0.615
C 0.614 -3.097 -0.161
C 4.831 -3.986 -2.329
H 1.606 -1.330 -1.022
H 2.315 -2.177 0.348
H 0.384 -2.813 0.866
H 0.929 -4.128 -0.002
H -0.130 -3.030 -0.955
H 5.106 -4.236 -1.305
H 5.766 -3.848 -2.872
H 4.197 -4.712 -2.839
O -7.984 -0.865 -3.706
S -7.316 -0.082 -4.812
O -7.831 1.257 -5.287
O -5.701 0.170 -4.576
C -4.866 -0.950 -4.295
C -4.058 -0.731 -2.978
C -7.100 -1.022 -6.353
H -4.156 -1.257 -5.063
H -5.392 -1.898 -4.179
H -3.383 0.123 -3.019
H -3.498 -1.646 -2.787
H -4.794 -0.660 -2.177
H -8.010 -1.154 -6.939
H -6.514 -1.925 -6.182
H -6.509 -0.393 -7.019
O -4.739 -3.952 4.187
S -3.364 -3.564 4.468
O -2.170 -4.350 4.092
O -3.139 -1.957 4.139
C -3.261 -1.616 2.731
C -3.979 -0.291 2.713
C -3.174 -3.312 6.313
H -3.878 -2.341 2.200
H -2.229 -1.537 2.391
H -4.229 0.079 1.719
H -3.300 0.431 3.167
H -5.009 -0.222 3.063
H -3.074 -4.307 6.746
H -4.019 -2.822 6.796
H -2.198 -2.838 6.419
O 4.361 4.316 -3.174
S 4.249 2.873 -2.963
O 5.122 1.972 -3.672
O 4.109 2.403 -1.384
C 5.255 2.098 -0.638
C 4.796 1.848 0.850
C 2.493 2.350 -3.414
H 6.005 2.879 -0.767
H 5.572 1.132 -1.030
H 3.985 1.134 0.708
H 4.395 2.796 1.210
H 5.575 1.548 1.550
H 2.498 1.276 -3.224
H 2.372 2.545 -4.479
H 1.794 2.936 -2.816
O 2.569 3.183 4.771
S 1.827 3.828 3.691
O 0.644 4.648 4.009
O 2.797 4.542 2.590
C 2.134 5.106 1.539
C 2.649 4.679 0.159
C 1.300 2.365 2.738
H 2.148 6.191 1.640
H 1.053 5.053 1.408
H 3.737 4.719 0.224
H 2.274 5.336 -0.626
H 2.376 3.655 -0.094
H 0.781 2.785 1.876
H 0.534 1.721 3.170
H 2.202 1.971 2.271
O 2.830 -1.815 6.117
S 2.002 -2.939 6.420
O 1.039 -3.003 7.545
O 1.228 -3.300 4.990
C 1.618 -2.610 3.751
C 0.823 -1.323 3.696
C 2.968 -4.561 6.380
H 1.380 -3.270 2.917
H 2.663 -2.304 3.688
H -0.195 -1.519 3.359
H 1.311 -0.612 3.030
H 0.851 -0.821 4.663
H 3.688 -4.488 5.565
H 2.233 -5.362 6.291
H 3.467 -4.643 7.345
C -1.869 1.505 -5.148
S -0.882 2.843 -5.876
O -1.715 3.377 -7.094
C -1.209 4.183 -4.738
H -2.856 1.783 -4.780
H -1.498 0.820 -4.385
H -2.112 0.874 -6.003
H -0.622 5.043 -5.061
H -0.742 3.933 -3.785
H -2.282 4.351 -4.638
*
```

DFT total energy ... -213507.1590 eV
LUMO energy ... 1.68 eV
Kohn-Sham gap ... 8.80 eV
Max |F| ... 4.97 eV/Å


No. 2
C35H73F6N3O7 | ωB97M-V with the def2-TZVPD basis set

Geometry as ORCA input:
```
! RIJCOSX wB97M-V def2-TZVPD def2/J DEFGRID3
* xyz 0 1
C 32.241 -12.595 11.853
C 31.389 -11.528 11.310
O 31.719 -10.225 11.750
C 31.027 -9.127 11.249
O 30.309 -9.275 10.319
C 31.365 -7.821 11.978
F 30.442 -7.487 12.866
F 32.534 -7.826 12.683
F 31.458 -6.950 10.917
H 33.249 -12.635 11.439
H 31.818 -13.563 11.585
H 32.388 -12.503 12.929
H 30.396 -11.829 11.643
H 31.525 -11.633 10.234
C 20.799 -2.626 13.856
C 21.742 -3.538 14.717
O 22.662 -2.841 15.598
C 23.962 -2.546 15.292
O 24.576 -2.902 14.271
C 24.663 -1.707 16.353
F 25.711 -2.309 16.786
F 25.051 -0.538 15.787
F 23.782 -1.501 17.376
H 21.391 -2.351 12.984
H 20.581 -1.710 14.404
H 19.901 -3.114 13.476
H 22.249 -4.246 14.060
H 21.090 -4.115 15.372
C 29.495 -1.330 6.682
C 30.587 -0.232 6.477
N 31.449 -0.535 5.289
C 30.866 -0.082 3.990
C 31.481 1.303 3.687
C 32.205 -1.750 5.324
C 33.453 -1.770 4.510
H 28.638 -1.240 6.015
H 29.236 -1.291 7.740
H 29.928 -2.330 6.677
H 30.068 0.705 6.272
H 31.270 -0.132 7.321
H 31.158 -0.812 3.235
H 29.780 -0.005 4.041
H 31.027 1.601 2.742
H 31.131 2.039 4.411
H 32.569 1.308 3.749
H 31.496 -2.544 5.091
H 32.564 -1.867 6.346
H 34.046 -2.683 4.561
H 34.094 -0.897 4.641
H 33.128 -1.718 3.471
C 22.237 -10.521 8.786
C 23.195 -9.382 8.796
N 23.153 -8.651 7.534
C 23.531 -7.256 7.613
C 22.304 -6.450 7.970
C 23.713 -9.377 6.345
C 23.072 -8.855 5.048
H 22.211 -11.219 9.623
H 22.411 -11.260 8.005
H 21.304 -10.001 8.570
H 23.013 -8.811 9.706
H 24.247 -9.649 8.892
H 24.410 -7.053 8.224
H 23.879 -6.899 6.644
H 22.622 -5.429 8.179
H 21.583 -6.338 7.160
H 21.845 -6.793 8.898
H 23.562 -10.457 6.369
H 24.775 -9.178 6.199
H 23.584 -7.921 4.814
H 22.076 -8.531 5.351
H 23.112 -9.529 4.192
C 14.482 -5.851 9.163
C 13.386 -6.146 10.211
N 13.000 -7.521 10.397
C 14.204 -8.341 10.677
C 13.955 -9.871 10.913
C 11.903 -7.639 11.369
C 10.614 -6.986 10.935
H 15.468 -5.708 9.606
H 14.239 -4.840 8.836
H 14.446 -6.641 8.413
H 13.550 -5.708 11.195
H 12.503 -5.649 9.809
H 14.908 -8.255 9.850
H 14.839 -7.875 11.431
H 13.299 -10.333 10.175
H 14.904 -10.384 10.763
H 13.559 -10.128 11.896
H 12.252 -7.371 12.366
H 11.675 -8.705 11.379
H 10.654 -5.915 11.134
H 9.795 -7.400 11.524
H 10.530 -7.274 9.887
C 23.952 -2.551 -2.209
C 23.396 -3.405 -1.012
C 22.183 -4.307 -1.264
O 23.999 -3.507 0.067
H 23.145 -1.975 -2.662
H 24.308 -3.224 -2.989
H 24.719 -1.836 -1.913
H 22.185 -4.685 -2.287
H 21.389 -3.566 -1.172
H 22.109 -5.061 -0.481
C 25.845 -19.843 13.815
C 26.488 -18.595 13.160
C 25.729 -17.284 13.291
O 27.609 -18.634 12.666
H 24.820 -19.926 13.451
H 25.858 -19.818 14.904
H 26.383 -20.765 13.596
H 26.266 -16.464 12.813
H 25.619 -16.923 14.313
H 24.795 -17.114 12.756
C 20.788 -11.523 -3.029
C 21.363 -11.107 -4.393
C 21.791 -12.141 -5.365
O 21.639 -9.913 -4.592
H 21.061 -10.714 -2.350
H 21.172 -12.520 -2.815
H 19.715 -11.512 -3.220
H 21.345 -12.050 -6.355
H 21.548 -13.149 -5.030
H 22.862 -11.949 -5.440
*
```

DFT total energy ... -72582.0985 eV
LUMO energy ... 0.58 eV
Kohn-Sham gap ... 8.13 eV
Max |F| ... 4.52 eV/Å
SMILES ... CCOC(=O)C(F)(F)F.CCOC(=O)C(F)(F)F.CCN(CC)CC.CCN(CC)CC.CCN(CC)CC.CC(C)=O.CC(C)=O.CC(C)=O


- DFT total energy of number 2 (C35H73F6N3O7)?
  -72582.0985 eV